No. 1
A single C4H8N2O2 molecule in a non-equilibrium geometry. Source: the Open Molecules 2025 dataset; level of theory: wB97M-V/def2-TZVPD.

As for the spin multiplicity: 1. Its charge is 0. Its HOMO-LUMO gap is 10.196 eV. The structure (SMILES) is O=CNCCNC=O.

Cartesian coordinates (Å):
O (2.304, 2.546, -1.183)
O (-1.967, -2.247, 0.505)
N (0.824, 0.901, -0.833)
N (-0.125, -1.321, 1.309)
C (-0.921, -2.410, 1.077)
C (1.098, 2.222, -1.179)
C (-0.515, 0.322, -0.694)
C (-0.622, -0.004, 0.832)
H (-1.657, 0.012, 1.127)
H (0.317, 2.941, -1.334)
H (0.657, -1.329, 1.869)
H (-0.853, -0.609, -1.091)
H (1.598, 0.344, -0.544)
H (-0.634, -3.374, 1.632)
H (-1.235, 1.028, -1.113)
H (-0.026, 0.750, 1.325)

---

No. 2
C13H30Cl2FN4O4 as an isolated structure in a non-equilibrium geometry. Source: the Open Molecules 2025 dataset; level of theory: wB97M-V/def2-TZVPD.

As for the spin multiplicity: 1. Its charge is -1. Its HOMO-LUMO gap is 8.076 eV.

Cartesian coordinates (Å):
Cl (-0.747, 15.691, 17.708)
Cl (-1.981, 15.486, 15.295)
F (-4.256, 18.519, 17.521)
O (-5.259, 19.757, 19.972)
O (-6.558, 19.726, 15.077)
O (-6.558, 16.019, 18.456)
O (-5.685, 21.826, 17.729)
N (-3.071, 19.539, 19.955)
N (-3.474, 21.384, 17.308)
N (-4.485, 19.475, 14.620)
N (-4.560, 15.659, 19.380)
C (-3.231, 19.626, 13.842)
C (-4.198, 19.691, 22.117)
C (-4.579, 22.179, 17.344)
C (-3.733, 15.426, 20.540)
C (-5.707, 19.827, 14.266)
C (-4.395, 23.702, 16.928)
C (-6.384, 14.142, 19.837)
C (-1.811, 19.144, 20.405)
C (-5.801, 15.349, 19.156)
C (-4.183, 19.720, 20.605)
C (-2.080, 16.356, 16.782)
C (-2.187, 21.645, 16.549)
C (-6.050, 20.338, 12.860)
H (-1.937, 18.333, 21.122)
H (-6.067, 13.269, 19.266)
H (-3.161, 20.596, 13.349)
H (-1.328, 20.044, 20.786)
H (-4.307, 16.476, 18.843)
H (-1.638, 20.729, 16.331)
H (-7.464, 14.273, 19.763)
H (-1.971, 17.438, 16.712)
H (-4.880, 20.472, 22.452)
H (-5.928, 14.126, 20.826)
H (-3.337, 19.344, 19.001)
H (-4.428, 19.231, 15.599)
H (-3.225, 18.858, 13.068)
H (-2.411, 19.415, 14.528)
H (-5.173, 20.316, 12.213)
H (-3.270, 20.029, 22.580)
H (-2.726, 15.834, 20.458)
H (-6.604, 21.276, 12.865)
H (-3.531, 20.541, 17.861)
H (-3.739, 14.366, 20.794)
H (-4.440, 18.721, 22.551)
H (-4.943, 24.008, 16.037)
H (-3.016, 16.032, 17.237)
H (-1.514, 22.223, 17.182)
H (-3.344, 23.959, 16.796)
H (-4.241, 15.943, 21.354)
H (-6.714, 19.725, 12.251)
H (-1.143, 18.784, 19.623)
H (-2.187, 22.217, 15.621)
H (-4.727, 24.281, 17.790)

---

No. 3
C34H44Cl2GeHoN4O2Si3 as an isolated structure in a non-equilibrium geometry. Source: the Open Molecules 2025 dataset; level of theory: wB97M-V/def2-TZVPD.

As for the spin multiplicity: 6. Its charge is 0. Its HOMO-LUMO gap (alpha / beta) is 6.786 / 5.071 eV.

Cartesian coordinates (Å):
Ho (11.292, 13.487, 10.068)
Ge (13.475, 13.322, 8.168)
Cl (8.034, 7.015, 9.183)
Cl (10.455, 6.342, 10.970)
Si (15.323, 13.023, 9.594)
Si (14.072, 15.153, 6.783)
Si (13.459, 11.389, 6.783)
O (8.982, 11.391, 7.068)
O (12.051, 13.113, 12.415)
N (9.736, 14.598, 8.512)
N (9.168, 12.101, 12.940)
N (9.817, 11.931, 9.180)
N (11.561, 11.452, 11.127)
C (14.726, 16.558, 7.809)
C (10.384, 15.679, 12.389)
C (15.419, 11.184, 10.058)
C (10.540, 15.335, 13.766)
C (12.360, 11.604, 5.251)
C (11.466, 12.018, 12.305)
C (8.897, 9.626, 9.345)
C (12.734, 10.014, 7.852)
C (15.222, 13.947, 11.236)
C (9.808, 10.642, 9.721)
C (15.352, 14.799, 5.489)
C (8.559, 15.336, 6.103)
C (8.633, 14.037, 6.461)
C (8.256, 10.961, 14.842)
C (9.088, 8.279, 9.744)
C (9.317, 12.164, 7.932)
C (10.125, 8.006, 10.602)
C (12.629, 15.764, 5.782)
C (8.297, 16.032, 14.304)
C (10.622, 10.921, 14.483)
C (16.989, 13.767, 8.902)
C (9.085, 16.144, 11.998)
C (15.252, 10.839, 6.453)
C (9.538, 15.567, 14.751)
C (8.086, 11.738, 13.685)
C (9.528, 10.548, 15.243)
C (9.054, 16.329, 6.991)
C (9.595, 15.901, 8.216)
C (10.380, 11.713, 13.387)
C (10.711, 10.351, 10.750)
C (11.479, 15.838, 11.494)
C (10.883, 9.034, 11.139)
C (9.232, 13.695, 7.646)
C (8.070, 16.326, 12.952)
H (14.577, 10.902, 10.737)
H (8.222, 9.790, 8.552)
H (14.169, 16.827, 8.705)
H (7.100, 16.735, 12.713)
H (15.406, 15.031, 11.067)
H (12.206, 14.869, 5.295)
H (12.806, 16.463, 4.940)
H (14.346, 13.787, 11.866)
H (15.237, 13.834, 5.002)
H (16.301, 11.085, 10.731)
H (11.694, 8.857, 11.876)
H (12.353, 10.749, 4.540)
H (15.747, 16.336, 8.146)
H (9.950, 16.695, 8.874)
H (8.229, 13.200, 5.844)
H (12.585, 12.514, 4.773)
H (17.723, 13.164, 9.510)
H (15.846, 11.557, 5.901)
H (17.079, 14.823, 9.045)
H (11.675, 9.887, 7.933)
H (8.878, 16.382, 10.980)
H (16.105, 13.621, 11.766)
H (17.195, 13.628, 7.830)
H (13.040, 9.009, 7.418)
H (7.521, 16.241, 14.975)
H (11.302, 11.681, 5.472)
H (11.911, 16.279, 6.439)
H (12.492, 15.540, 11.759)
H (15.308, 15.461, 4.648)
H (9.627, 9.900, 16.114)
H (8.968, 17.379, 6.793)
H (11.660, 10.536, 14.692)
H (7.142, 12.117, 13.275)
H (15.699, 10.476, 7.384)
H (15.435, 10.456, 9.265)
H (11.512, 14.894, 14.059)
H (11.237, 16.447, 10.626)
H (14.661, 17.446, 7.226)
H (15.271, 9.929, 5.826)
H (13.032, 9.952, 8.930)
H (16.369, 14.870, 5.875)
H (7.421, 10.741, 15.443)
H (8.205, 15.663, 5.145)
H (9.734, 15.442, 15.792)

---

No. 4
A single C2H5NO2S molecule. Source: the Open Molecules 2025 dataset; level of theory: wB97M-V/def2-TZVPD.

As for the spin multiplicity: 1. Its charge is 0. Its HOMO-LUMO gap is 9.113 eV. The structure (SMILES) is COC(=S)NO.

Cartesian coordinates (Å):
S (2.784, -0.048, -0.065)
O (0.389, -1.034, -0.395)
O (-0.736, 1.463, -0.249)
N (0.484, 1.151, 0.344)
C (-0.919, -1.224, 0.171)
C (1.143, 0.016, -0.052)
H (-1.686, -0.842, -0.513)
H (-1.003, -2.321, 0.282)
H (1.079, 1.933, 0.487)
H (-0.987, -0.741, 1.162)
H (-0.548, 1.647, -1.175)

---

What did we get for ΔE to the lowest compared entry with this formula, charge and spin? Answer: 173.2 222.0 0.0 236.7 kJ/mol, in the order shown.